(1)
Density functional theory data (wB97M-V/def2-TZVPD) for one molecule with the formula C13H30O6P2.

Properties
charge: 0
HOMO energy: -0.3638 hartree
orbital gap: 10.6 eV
SMILES: CCCCCCCCCCCCCO[P@](=O)(O)OP(O)O

```
51
Properties=species:S:1:pos:R:3:forces:R:3
H 0.60920 0.37388 -1.58950 -0.01 0.08 -0.02
H 1.37062 -3.18455 3.77371 -0.02 0.01 -0.04
H 0.32513 -0.32894 -0.01223 0.08 -0.03 -0.20
H 0.66850 4.87125 -0.64318 0.04 -0.03 -0.05
O -2.59556 -1.63795 -0.34213 -0.07 0.02 0.06
H -1.54295 4.34048 -0.08400 0.05 -0.02 0.05
H 1.52635 1.43593 0.76910 0.02 0.04 0.07
C 1.81421 -1.34510 -1.17999 0.08 0.05 -0.04
P -3.67720 -0.75987 0.45446 0.51 -0.14 0.07
H -1.00046 -3.53806 -2.31044 -0.10 -0.02 0.01
O -2.82862 0.48930 0.89856 -0.19 0.05 0.13
H 1.08330 -1.96764 -1.71211 0.04 0.00 -0.01
C 1.29890 2.98957 -1.54040 -0.07 -0.08 0.00
P -2.72455 -2.22737 -1.89512 -0.13 0.01 -0.02
H -0.97385 -0.90618 -2.18666 -0.08 -0.05 -0.03
H -0.45478 1.57173 0.42538 -0.08 -0.02 0.06
C -2.50217 1.50004 -0.07810 -0.06 -0.26 -0.20
H -1.46075 2.54408 1.47357 -0.05 0.01 -0.04
C 2.03141 0.99181 -0.08986 0.06 0.06 0.00
H -1.29536 3.29084 -1.45519 -0.01 0.07 0.02
H 2.94077 -3.03735 -0.52716 -0.04 0.00 0.00
H 0.46891 -2.98576 0.42008 0.06 -0.02 0.07
O -4.91143 -0.53914 -0.29097 -0.16 0.03 0.00
H 0.97873 3.60158 0.51621 -0.07 0.08 -0.02
H 1.68663 3.66497 -2.30650 0.00 -0.01 0.02
C 1.06340 -1.80303 2.12690 0.03 0.08 -0.03
H -2.25947 0.99952 -1.02395 -0.01 0.14 -0.01
O -1.78048 -1.15276 -2.67086 0.17 0.01 0.07
H 2.92701 0.52189 0.32512 -0.04 -0.06 -0.07
H -4.63622 -1.96086 1.93064 0.01 0.03 0.02
H 3.18740 2.74527 -0.52571 -0.02 0.00 -0.03
C 1.39725 -2.72912 0.94933 -0.12 -0.07 -0.03
H 2.58518 -1.09118 -1.91564 0.03 -0.02 0.04
H 3.19183 -1.62775 0.46769 -0.01 -0.02 -0.01
C 0.56984 -2.57840 3.34210 -0.05 -0.10 0.03
H 2.97150 1.69816 -1.90997 -0.02 -0.07 0.06
C -1.30292 2.25514 0.43132 0.24 0.17 -0.01
H -3.38138 2.12491 -0.25298 0.06 0.03 0.14
H 0.19170 -1.91764 4.12333 0.03 0.02 -0.02
H 0.57377 2.35290 -2.05772 0.06 0.02 -0.05
H 1.76730 -3.67271 1.36361 0.07 0.05 -0.01
H -0.23988 -3.25841 3.06393 0.00 0.05 0.00
C 1.11736 -0.06238 -0.72366 -0.18 -0.27 0.15
O -3.79592 -1.49161 1.85770 -0.10 0.00 -0.17
H 0.30032 -1.07287 1.84304 0.03 -0.04 0.00
C -0.96500 3.47851 -0.42612 -0.03 0.02 -0.16
C 2.42029 -2.19572 -0.06269 -0.06 0.07 0.04
O -1.68357 -3.46313 -1.63253 0.16 0.10 0.01
C 2.45396 2.11332 -1.03766 -0.01 0.19 -0.06
H 1.95221 -1.22175 2.39576 -0.01 -0.03 0.02
C 0.53952 3.80211 -0.46854 -0.05 -0.14 0.16
```
Forces are in eV/Å.

Atomic partial charges in e from the natural (NBO) method, atoms 1 to 8: number 1, H, carries 0.189; number 2, H, carries 0.199; number 3, H, carries 0.213; number 4, H, carries 0.211; number 5, O, carries -1.110; number 6, H, carries 0.209; number 7, H, carries 0.203; number 8, C, carries -0.375

(2)
Density functional theory data (wB97M-V/def2-TZVPD) for C18H19BN6Sn as an isolated structure at a distorted geometry.

Properties
charge: +2
HOMO energy: -0.5189 hartree
orbital gap: 5.6 eV

```
45
Properties=species:S:1:pos:R:3:forces:R:3
H 3.99867 -2.54331 -2.45603 0.36 -0.20 0.06
C -0.04129 0.17326 2.61367 -0.19 -0.45 -0.67
N -0.66246 0.17349 -3.57147 -0.09 -0.44 0.04
C -0.07122 0.15317 1.39136 -0.42 -0.82 -1.16
N 1.30407 -0.95440 -1.63506 0.04 -0.05 0.56
C 0.84931 3.16785 -2.50201 -0.20 -0.25 0.63
C 2.76332 -0.93190 -3.27917 -0.55 -0.06 0.70
H 0.07753 0.02026 7.96848 -0.01 0.06 -0.73
H -1.85336 1.06541 6.77884 0.29 -0.17 -0.38
N -1.35565 -0.29553 -2.46935 -0.94 -0.85 -0.72
H 0.56331 4.79385 -1.06773 0.05 0.33 0.17
Sn -0.46507 -0.48894 -0.61581 3.10 4.04 0.49
N 0.59719 1.86106 -2.40546 -0.35 0.13 0.03
H 1.22328 1.17469 -4.50687 -0.19 -0.27 0.24
N 0.02266 1.59615 -1.19246 0.61 -0.36 0.37
H -0.29438 2.77075 0.56318 -0.14 -0.10 -0.23
C -1.06357 0.67544 4.79687 -0.05 0.09 0.15
C 3.15519 -1.89847 -2.36038 0.21 -0.22 0.25
C -1.42924 0.05912 -4.66004 -0.10 -0.38 1.17
C -0.00098 0.15511 4.03050 0.01 -0.21 1.24
H -3.45715 -0.74208 -4.92542 -0.20 -0.05 0.04
H -2.59083 -2.75985 -0.18955 0.34 0.06 0.24
C 0.00403 2.73642 -0.47619 0.37 0.20 -1.21
H -0.89470 -3.09245 0.42095 -0.24 0.55 -0.03
C -1.81407 -2.48846 0.54010 -0.51 0.77 -0.11
H 1.93754 -0.98691 6.63656 -0.42 0.22 -0.40
N 1.65559 -0.34527 -2.81532 -0.34 -0.62 -0.06
C -2.56256 -0.73854 -2.89143 0.52 0.46 -1.45
H -1.02254 0.38059 -5.61589 -0.34 -0.10 0.22
H -1.93930 1.07649 4.29646 0.16 0.13 0.03
C 1.06157 -0.47409 4.71481 0.16 -0.02 0.22
C -2.64153 -0.51423 -4.26699 -0.25 -0.15 0.11
C -1.03014 0.64531 6.19131 0.25 -0.22 0.20
B 0.77615 0.75961 -3.47458 -0.40 0.22 1.34
C 0.48286 3.75641 -1.30204 0.05 0.15 0.20
H -2.19788 -2.64643 1.56527 0.21 0.11 -0.35
H 1.26869 3.55226 -3.41463 0.07 0.23 0.04
H 3.16342 -0.61928 -4.23209 0.16 -0.06 0.13
H 2.20091 -2.44017 -0.39734 -0.03 0.01 -0.08
C 2.23785 -1.87216 -1.31517 0.36 0.29 -1.38
H 1.84968 -0.97254 4.15188 -0.10 0.28 0.09
C 0.05401 0.05785 6.86697 0.09 0.01 -0.51
H -3.26886 -1.18331 -2.20980 -0.09 0.06 -0.04
H -1.68959 -1.30881 0.60870 -0.96 -2.40 0.45
C 1.09952 -0.50739 6.11237 -0.29 0.07 0.12
```
Forces are in eV/Å.

Atomic partial charges in e from the natural (NBO) method, atoms 1 to 8: number 1, H, carries 0.271; number 2, C, carries 0.146; number 3, N, carries -0.288; number 4, C, carries -0.592; number 5, N, carries -0.475; number 6, C, carries 0.052; number 7, C, carries 0.078; number 8, H, carries 0.245

(3)
Density functional theory data (wB97M-V/def2-TZVPD) for a 2-piece molecular cluster, C5H17N2Si overall at a distorted geometry.

Properties
charge: +1
HOMO energy (alpha / beta): -0.3604 / -0.5156 hartree
orbital gap (alpha / beta): 7.2 / 6.0 eV
spin multiplicity: 3

```
25
Properties=species:S:1:pos:R:3:forces:R:3
H 1.25857 3.40630 -0.37140 -0.73 -0.83 -0.15
H -0.78242 0.92953 2.50706 -0.03 -0.09 0.42
H -1.19879 1.11047 -1.96229 0.54 -1.88 0.63
C -0.96732 0.06913 -1.53662 3.05 5.27 0.15
N -1.89652 -0.85536 -1.63673 -4.31 -2.04 -0.85
H -0.56463 2.71873 -0.48895 1.59 0.94 0.66
H 3.16989 0.47432 -0.15480 0.37 0.95 -0.85
H -0.91471 -2.71487 0.25703 0.80 0.03 0.60
H -2.22113 -3.49325 -0.18333 -0.11 0.19 -0.12
C -0.23761 0.11937 2.01740 -0.18 1.32 -0.89
C 0.42825 2.82435 0.08727 -1.30 -1.21 -0.74
C 0.28374 -0.18539 -0.82777 -0.89 -0.25 -2.13
H 0.54127 -1.23745 -0.71503 -0.11 0.11 0.67
H -0.99599 -0.40930 1.44726 -0.13 -0.32 0.19
H -2.83163 -0.50850 -1.85717 0.17 -0.40 0.10
N -1.38406 -3.04335 -0.55935 -0.13 -3.21 -0.47
H 1.03477 0.24464 -1.48679 0.89 0.53 0.08
H -1.74262 -1.88675 -1.34494 0.14 0.15 -0.20
C 2.67681 0.85252 0.71785 -1.81 -4.57 1.97
H 0.24597 3.29544 1.02683 -0.56 0.74 0.75
H -0.87454 -3.87206 -0.98565 -0.39 1.54 0.75
Si 0.76954 1.06346 0.62230 2.34 -1.30 0.53
H 2.96577 1.68916 1.24423 1.60 2.03 0.50
H 0.26382 -0.52532 2.74846 0.18 0.34 -0.46
H 2.97356 -0.06580 1.43514 -0.99 1.95 -1.11
```
Forces are in eV/Å.

Atomic partial charges in e from the natural (NBO) method, atoms 1 to 8: number 1, H, carries 0.286; number 2, H, carries 0.255; number 3, H, carries 0.211; number 4, C, carries -0.215; number 5, N, carries -0.460; number 6, H, carries 0.254; number 7, H, carries 0.261; number 8, H, carries 0.385

(4)
Density functional theory data (wB97M-V/def2-TZVPD) for a 6-piece molecular cluster, H11O5S overall at a distorted geometry.

Properties
charge: -1
HOMO energy: -0.1481 hartree
orbital gap: 7.6 eV
energy relative to the best compared isomer or geometry (same formula, charge and spin): 21.15 kcal/mol

```
17
Properties=species:S:1:pos:R:3:forces:R:3
H 0.70226 -0.22207 -2.50476 -0.05 -0.28 0.70
H 1.79207 1.42898 -0.88566 0.48 -0.27 0.33
H -0.17654 -0.63612 2.86135 -0.17 1.21 0.81
H -1.90429 -1.57324 -1.47565 0.72 -0.16 -0.96
O 2.03178 0.54305 1.17429 -0.06 -0.57 0.61
H -1.73572 -0.78176 -0.16741 -0.43 0.48 -0.41
H 0.39708 1.96716 -0.76095 -0.68 -0.20 0.24
H -2.20120 2.48770 0.60973 0.09 -0.17 0.05
O -0.13962 -1.46435 2.41816 -0.04 -0.86 -1.16
H 0.62067 -1.70117 -1.93318 0.04 0.14 0.89
O 0.67414 -1.17149 -2.71476 0.00 0.26 -1.40
H -0.59401 -1.23703 1.58426 0.14 -0.26 0.44
O 1.00641 1.57826 -1.40415 0.14 0.18 -0.84
S -1.29976 1.53296 0.89743 0.29 -0.11 0.19
O -2.36819 -1.28683 -0.70916 -0.47 -0.10 1.17
H 1.10554 0.81142 1.30806 0.05 0.26 -0.21
H 2.08938 -0.27549 1.70240 -0.03 0.44 -0.44
```
Forces are in eV/Å.

Atomic partial charges in e from the natural (NBO) method, atoms 1 to 8: number 1, H, carries 0.514; number 2, H, carries 0.478; number 3, H, carries 0.473; number 4, H, carries 0.461; number 5, O, carries -0.980; number 6, H, carries 0.489; number 7, H, carries 0.505; number 8, H, carries 0.132

(5)
Density functional theory data (wB97M-V/def2-TZVPD) for one molecule with the formula C5H13N.

Properties
charge: 0
HOMO energy: -0.3394 hartree
orbital gap: 10.4 eV
energy relative to the best compared isomer or geometry (same formula, charge and spin): 3.78 kcal/mol
SMILES: CC(C)CCN

```
19
Properties=species:S:1:pos:R:3:forces:R:3
H -1.41741 1.31506 0.28411 -0.03 0.17 -0.05
C 0.72196 -0.18576 -0.63370 0.02 -0.27 0.33
C -1.31071 0.35930 0.79335 0.12 -0.27 -0.07
H 0.96712 1.88349 1.05985 0.04 0.04 0.05
C -0.64434 -0.65986 -0.12713 -0.05 0.15 -0.26
H -2.51998 -1.32497 -0.98228 -0.11 -0.01 -0.04
H -0.50001 -1.59022 0.43486 0.02 0.02 -0.01
H 2.74403 -0.22734 0.12495 -0.08 -0.06 0.07
C -1.55415 -0.95245 -1.31990 0.11 -0.12 0.25
N 1.85059 1.52542 0.71695 0.13 0.20 0.25
C 1.75522 0.09318 0.46470 -0.02 -0.10 -0.22
H -1.71845 -0.04790 -1.90443 -0.03 0.08 -0.06
H 1.50837 -0.49385 1.36550 0.04 0.01 -0.12
H 1.11484 -0.94889 -1.30819 -0.02 0.00 -0.08
H -1.10840 -1.70336 -1.96942 0.01 -0.05 -0.11
H -2.30203 0.01485 1.08134 -0.10 0.02 0.06
H 2.55169 1.70572 1.42888 -0.13 0.09 -0.05
H -0.73419 0.50614 1.70272 0.06 0.09 0.16
H 0.59584 0.73146 -1.21215 0.01 0.02 -0.11
```
Forces are in eV/Å.

Atomic partial charges in e from the natural (NBO) method, atoms 1 to 8: number 1, H, carries 0.201; number 2, C, carries -0.409; number 3, C, carries -0.613; number 4, H, carries 0.350; number 5, C, carries -0.209; number 6, H, carries 0.205; number 7, H, carries 0.190; number 8, H, carries 0.190